No. 1
{"formula": "C26H17NO7PRu", "method": "ωB97M-V/def2-TZVPD", "s_squared": 6.035, "largest_force_ha_per_bohr": 0.105, "charge": 1, "spin_multiplicity": 5, "relative_energy_kj_mol": 204.3, "lumo_energy_ev": [-3.9, -8.3], "elements": ["Ru", "O", "C", "C", "C", "N", "C", "C", "C", "O", "O", "C", "O", "O", "H", "H", "H", "O", "C", "O", "C", "C", "C", "C", "C", "C", "P", "C", "C", "C", "C", "C", "C", "C", "C", "C", "C", "C", "C", "H", "H", "H", "H", "H", "H", "H", "H", "H", "H", "H", "H", "H", "H"], "xyz": [[1.195040, 0.975437, -0.481457], [0.786224, 3.050682, 5.433041], [0.646392, 2.720968, 4.095979], [-0.507070, 2.073891, 3.591667], [-0.372711, 1.661511, 2.245444], [0.669542, 1.859065, 1.478732], [1.795162, 2.426072, 1.990015], [1.783993, 2.894268, 3.276109], [2.930219, 2.595830, 1.107506], [4.035107, 2.957096, 1.545456], [2.756763, 2.302742, -0.162169], [-1.491631, 0.745802, 1.798491], [-2.082338, -0.011445, 2.555906], [-1.826060, 0.837629, 0.451209], [-0.004002, 2.654163, 5.899205], [-1.396028, 1.835245, 4.152410], [2.645488, 3.513141, 3.640499], [-1.271450, 4.181061, -1.448097], [-0.762094, 3.079292, -1.536306], [0.475030, 2.831481, -1.157351], [-1.584872, 2.124254, -2.322694], [-2.604452, 2.740733, -3.183152], [-3.247994, 1.981274, -4.121945], [-2.896618, 0.595503, -4.212003], [-2.098011, -0.044838, -3.280655], [-1.524279, 0.766873, -2.278649], [-0.807376, 0.117277, -0.706738], [-1.190743, -1.688331, -0.722142], [-0.582581, -2.565743, -1.624272], [-0.994710, -3.902714, -1.671589], [-1.983448, -4.376136, -0.815614], [-2.702003, -3.463089, -0.025475], [-2.280529, -2.130727, 0.075452], [2.433076, -0.731583, 0.003855], [2.038656, -1.342422, 1.171863], [2.723968, -2.412844, 1.727716], [3.770574, -3.074609, 1.063812], [4.154128, -2.486595, -0.162816], [3.446941, -1.418856, -0.728014], [-2.950410, 3.737618, -2.888867], [-3.985125, 2.372254, -4.795555], [-3.195904, 0.028553, -5.097618], [-2.037582, -1.156175, -3.271230], [0.218849, -2.217522, -2.292304], [-0.537730, -4.589592, -2.440667], [-2.145859, -5.444563, -0.793295], [-3.529775, -3.738870, 0.564775], [-2.596778, -1.427905, 0.824515], [1.361702, -0.822055, 1.782635], [2.458524, -2.755890, 2.703566], [4.226406, -3.980295, 1.507956], [5.028296, -2.760589, -0.683090], [3.610073, -1.116346, -1.784052]], "forces_ev_per_angstrom": [[5.2, 0.6, 1.2], [-1.6, -0.9, -1.3], [0.0, -0.6, 1.4], [2.1, 0.5, -1.2], [-1.6, -0.5, 2.0], [1.1, -0.4, -0.1], [-2.5, 0.4, 1.2], [0.6, 1.3, 0.9], [4.6, 0.8, -0.8], [-2.6, -0.5, -0.5], [-1.2, -1.2, 0.3], [-1.0, -1.3, 1.0], [1.3, 2.0, -1.9], [0.9, -1.0, -0.8], [1.2, 0.8, -0.4], [0.0, 0.0, 0.1], [-0.8, -1.0, -0.3], [0.6, 1.7, 1.2], [1.4, -1.8, -0.7], [-3.1, 0.7, -0.8], [-2.1, 1.6, -1.4], [0.8, -0.4, 1.7], [0.9, -1.8, 0.3], [0.2, 0.5, -1.0], [-0.7, 0.1, 0.5], [0.6, -1.7, 0.9], [-2.7, -1.6, -1.0], [-0.9, 0.2, 0.5], [0.2, 0.1, -0.3], [0.8, -0.2, -0.8], [-0.2, 0.8, -0.1], [1.4, 0.6, -0.2], [1.5, -0.2, -0.9], [-0.8, -0.5, -2.0], [1.2, 0.3, 0.8], [0.5, -1.0, -0.4], [-0.5, 1.2, -0.3], [-0.9, 0.4, 0.5], [-0.7, 0.9, -0.4], [0.5, -0.1, -0.8], [-0.2, 0.2, -0.1], [-0.4, 0.1, 0.5], [0.2, 1.1, 0.0], [-0.4, -0.2, 0.3], [-0.4, 0.8, 1.2], [-0.5, 0.1, 0.0], [-0.7, -0.6, 0.7], [-0.9, -0.2, 0.1], [-1.2, 0.3, 1.0], [-0.4, -0.2, 0.5], [-0.1, 0.9, -0.4], [0.7, -0.9, -0.6], [0.5, -0.1, 1.0]], "nbo_charge": [1.065, -0.620, 0.376, -0.266, 0.120, -0.490, 0.110, -0.212, 0.707, -0.531, -0.638, 0.773, -0.482, -0.774, 0.496, 0.262, 0.291, -0.285, 0.764, -0.615, -0.161, -0.128, -0.189, -0.145, -0.194, -0.331, 1.378, -0.401, -0.197, -0.205, -0.154, -0.192, -0.179, -0.199, -0.263, -0.192, -0.167, -0.200, -0.218, 0.253, 0.246, 0.236, 0.256, 0.232, 0.240, 0.236, 0.232, 0.242, 0.194, 0.221, 0.241, 0.228, 0.227]}



No. 2
{"formula": "C26H18AuF12N5O2S2", "method": "ωB97M-V/def2-TZVPD", "s_squared": 2.045, "largest_force_ha_per_bohr": 0.006, "charge": 0, "spin_multiplicity": 3, "relative_energy_kj_mol": 10.7, "lumo_energy_ev": [0.4, -2.0], "elements": ["Au", "C", "C", "C", "C", "C", "N", "C", "C", "C", "C", "C", "C", "C", "C", "O", "C", "F", "F", "F", "C", "F", "F", "F", "C", "C", "C", "O", "C", "F", "F", "F", "C", "F", "F", "F", "H", "H", "H", "H", "H", "H", "H", "H", "H", "H", "H", "H", "N", "C", "N", "C", "C", "S", "C", "C", "S", "C", "N", "N", "H", "H", "H", "H", "H", "H"], "xyz": [[-0.012198, -1.354348, -0.267940], [-1.527048, 3.391149, -5.195458], [-1.134486, 2.730662, -3.906211], [-0.054650, 3.185878, -3.160379], [0.306030, 2.533732, -2.001953], [-0.399499, 1.401047, -1.553355], [0.117828, 0.726691, -0.472047], [0.699570, 1.405311, 0.588317], [0.052056, 2.562391, 1.040066], [0.470279, 3.214040, 2.183041], [1.558921, 2.734506, 2.895177], [2.034747, 3.403150, 4.152734], [2.216312, 1.599376, 2.420795], [1.820120, 0.901268, 1.290852], [2.669264, -0.284271, 0.760799], [2.118687, -1.055283, -0.206109], [3.943483, 0.342281, 0.130296], [4.666737, 1.080388, 0.997602], [3.582823, 1.162984, -0.871743], [4.760456, -0.581722, -0.374432], [3.056203, -1.242923, 1.932801], [3.645271, -2.347702, 1.471930], [3.888699, -0.732879, 2.866555], [1.935628, -1.620736, 2.577221], [-1.521200, 0.935335, -2.284015], [-1.843261, 1.621929, -3.444499], [-2.417962, -0.236038, -1.795254], [-2.080981, -0.817092, -0.625231], [-2.445989, -1.331464, -2.907578], [-3.034270, -2.449036, -2.486602], [-1.172827, -1.659433, -3.246537], [-3.056362, -0.965903, -4.050295], [-3.855602, 0.318618, -1.550740], [-3.802531, 1.269093, -0.602746], [-4.677132, -0.641558, -1.120553], [-4.444904, 0.878998, -2.627044], [-1.137873, 4.406669, -5.256074], [-2.610545, 3.431367, -5.304802], [-1.132434, 2.833711, -6.047256], [0.518274, 4.040860, -3.496330], [1.183143, 2.842468, -1.451179], [-0.819516, 2.906904, 0.499675], [-0.058839, 4.095040, 2.524131], [1.559595, 4.373633, 4.289763], [3.114920, 3.550646, 4.132564], [1.806774, 2.790477, 5.026740], [3.091559, 1.266179, 2.957554], [-2.696106, 1.297703, -4.020595], [-1.624053, -0.012602, 3.192035], [-1.299297, -1.338720, 3.200492], [-0.976173, -1.974240, 2.120515], [-0.644545, -3.277904, 2.390773], [-0.696725, -3.638528, 3.694245], [-1.227715, -2.295398, 4.641939], [-0.258092, -4.119637, 1.250174], [-0.113213, -5.459345, 1.244102], [0.360181, -6.011316, -0.324056], [0.346691, -4.382091, -0.883605], [-0.000101, -3.509564, 0.028389], [0.686391, -4.036737, -2.138443], [-1.890737, 0.336472, 2.282500], [-2.156264, 0.351295, 3.963105], [-0.454726, -4.582994, 4.148317], [-0.274741, -6.149296, 2.052344], [0.801151, -4.732565, -2.851287], [0.540800, -3.080907, -2.423199]], "forces_ev_per_angstrom": [[0.1, 0.1, 0.0], [0.0, 0.0, 0.0], [0.0, 0.0, 0.0], [0.0, 0.0, 0.1], [-0.1, 0.1, -0.1], [0.1, -0.2, 0.2], [0.0, 0.2, 0.0], [0.0, -0.3, -0.2], [0.0, 0.1, 0.1], [0.0, 0.0, -0.1], [0.1, 0.0, 0.0], [0.0, 0.0, 0.0], [0.0, -0.1, 0.0], [0.0, 0.1, 0.1], [-0.2, 0.0, 0.0], [0.0, -0.1, 0.0], [0.1, 0.1, 0.0], [0.0, 0.0, 0.0], [0.0, 0.0, 0.0], [0.0, 0.0, 0.0], [0.0, -0.1, 0.0], [0.0, 0.0, 0.0], [0.0, 0.0, 0.0], [0.0, 0.0, 0.0], [0.0, 0.1, -0.1], [-0.1, -0.1, 0.0], [0.1, 0.1, 0.0], [0.0, -0.1, 0.1], [0.0, 0.0, 0.0], [0.0, 0.0, 0.0], [0.0, 0.0, 0.0], [0.0, 0.0, 0.0], [-0.1, 0.0, 0.0], [0.0, 0.0, 0.0], [0.0, 0.0, 0.0], [0.0, 0.0, 0.0], [0.0, 0.0, 0.0], [0.0, 0.0, 0.0], [0.0, 0.0, 0.0], [0.0, 0.0, 0.0], [0.0, 0.0, 0.0], [0.0, 0.0, 0.0], [0.0, 0.0, 0.0], [0.0, 0.0, 0.0], [0.0, 0.0, 0.0], [0.0, 0.0, 0.0], [0.0, 0.0, 0.0], [0.0, 0.0, 0.0], [0.0, 0.1, 0.1], [-0.1, 0.1, -0.2], [-0.1, -0.1, 0.1], [0.1, 0.0, -0.1], [-0.1, 0.0, 0.0], [0.1, 0.0, 0.1], [0.0, 0.1, 0.1], [0.0, 0.0, 0.0], [0.0, -0.1, 0.1], [0.0, 0.2, -0.1], [0.0, -0.1, 0.1], [0.0, 0.0, 0.0], [0.0, 0.0, 0.0], [0.0, 0.0, 0.0], [0.0, 0.0, 0.0], [0.0, 0.0, 0.0], [0.0, 0.0, 0.0], [0.0, 0.0, 0.0]], "nbo_charge": [1.243, -0.637, 0.033, -0.220, -0.174, 0.068, -0.375, 0.185, -0.216, -0.206, -0.006, -0.632, -0.138, -0.075, 0.087, -0.821, 0.961, -0.332, -0.327, -0.308, 0.958, -0.309, -0.334, -0.332, 0.058, -0.223, 0.080, -0.833, 0.954, -0.306, -0.347, -0.328, 0.961, -0.327, -0.310, -0.332, 0.218, 0.225, 0.229, 0.218, 0.231, 0.228, 0.215, 0.216, 0.226, 0.227, 0.228, 0.235, -0.800, 0.256, -0.550, 0.193, -0.463, 0.377, 0.107, -0.429, 0.404, 0.281, -0.570, -0.777, 0.416, 0.393, 0.243, 0.247, 0.407, 0.425]}